(1)
Formula: C31H42BrFeN2O5PS2Te
Source: the OMol25 dataset
Level of theory: ωB97M-V/def2-TZVPD

Geometry (Å):
H: -2.488 -2.939 -5.986
O: 4.816 -1.539 1.330
H: 1.891 -0.324 5.233
Fe: 2.852 0.335 0.725
C: -3.719 2.893 -0.293
C: -1.827 -2.252 -4.059
H: 2.236 -5.546 -2.281
H: -1.132 3.211 1.777
H: -2.490 -0.830 0.960
H: -0.653 -1.592 0.196
O: 3.373 0.928 4.541
C: 1.961 1.535 -1.210
O: 4.386 -0.197 -0.515
S: 1.965 -0.847 2.635
C: -3.954 0.578 0.297
C: -7.168 2.367 1.265
C: -0.243 3.300 2.406
H: -0.677 -3.476 -2.740
H: 6.611 -1.066 0.412
C: 3.299 -2.342 -1.808
H: 2.629 -5.529 0.222
C: 2.595 -4.670 -1.766
C: 3.186 2.327 -1.680
C: -0.914 -1.498 -1.943
H: -5.833 0.023 1.166
H: -3.365 1.364 -4.531
H: -7.461 3.409 1.132
C: 2.562 0.458 5.603
H: 2.861 3.094 -2.388
H: 3.686 2.781 -0.827
C: 2.834 -4.648 -0.372
H: 3.494 -3.495 1.320
H: -7.203 2.136 2.333
S: 4.287 1.919 2.116
H: 1.955 1.287 5.982
C: 3.460 -0.093 6.695
N: 3.573 -2.371 -0.440
C: -1.967 -3.325 -5.109
C: 6.148 -1.873 0.987
C: -2.972 4.075 -0.867
H: 0.221 -2.841 -0.711
H: -0.477 3.899 3.290
H: 4.126 0.686 7.069
H: -3.235 -1.248 -0.578
H: -3.561 1.625 -2.786
H: -4.151 -1.471 0.925
C: -2.398 -1.001 -4.233
C: -5.787 2.115 0.715
H: 3.472 -1.392 -2.290
C: 4.047 -1.202 0.200
O: 1.223 1.004 -2.117
Te: -0.982 1.287 -0.722
H: -0.982 -3.681 -5.417
H: 4.060 -0.913 6.299
Br: 2.607 -3.378 -4.316
N: 1.620 1.547 0.057
H: 0.280 1.294 1.887
C: -3.433 -0.830 0.409
C: 3.315 -3.547 0.259
H: -2.975 -0.800 -5.132
H: 0.540 3.799 1.834
H: -5.421 4.134 0.118
C: -2.229 0.017 -3.295
H: -2.529 -4.182 -4.729
H: -3.629 4.673 -1.504
O: 1.526 1.989 3.386
C: -0.098 -1.799 -0.721
H: 6.690 -2.004 1.923
H: -2.118 3.736 -1.449
H: -7.909 1.735 0.769
C: 0.233 1.910 2.781
H: 3.882 1.656 -2.184
C: -3.152 1.608 -0.240
C: -1.105 -2.490 -2.897
H: 0.786 -1.158 -0.697
H: -2.594 4.720 -0.069
H: 6.186 -2.801 0.402
H: -2.072 2.129 -3.575
P: 2.760 0.998 3.014
H: 2.849 -0.468 7.520
C: -5.240 0.837 0.755
C: -2.849 1.361 -3.568
H: -0.448 1.440 3.499
C: -5.014 3.127 0.177
C: 2.845 -3.458 -2.429
C: -1.475 -0.231 -2.144

Summary:
Net charge ... -2
ΔE to the lowest compared entry with this formula, charge and spin ... 174.5 kJ/mol
2S+1 ... 5
Gap between HOMO and LUMO (alpha / beta) ... 4.94 / 5.12 eV
HOMO (alpha / beta) ... -0.8 / -1.0 eV

(2)
Formula: C31H42N3O3Pt
Source: the OMol25 dataset
Level of theory: ωB97M-V/def2-TZVPD

Geometry (Å):
H: -5.180 -1.670 -0.311
H: 2.774 1.477 2.781
H: -2.323 4.830 5.163
C: -2.278 2.120 5.679
H: -1.620 -4.371 -0.971
C: -0.695 -0.644 -3.577
H: -3.081 3.997 3.802
H: -3.245 1.876 5.248
C: -1.367 -4.133 -2.004
H: -3.389 -2.129 -3.579
C: -0.114 3.301 5.408
C: 2.769 0.856 1.901
C: -2.059 0.788 1.601
H: -3.994 -3.379 -2.486
H: 4.818 2.496 3.020
H: -3.257 0.176 -2.758
C: 0.068 1.731 2.983
C: 0.247 0.913 1.839
C: 5.315 0.693 1.920
H: -0.346 3.883 6.300
H: -1.183 -3.890 -4.518
C: -3.327 -1.566 -1.462
C: -0.722 -1.049 -8.397
C: 5.257 1.520 3.207
H: 4.706 -0.719 -0.357
C: -0.878 -2.298 -5.885
H: 0.961 2.071 3.478
H: -0.374 0.919 -4.999
H: 0.032 -1.840 -8.505
H: -3.718 -1.555 0.689
H: -4.118 -3.068 -0.108
H: -2.868 0.531 -1.092
C: -1.027 -2.824 -4.606
C: -2.132 4.209 4.287
H: 7.168 1.628 1.298
H: -0.911 -2.955 -6.741
H: -1.779 1.190 5.942
C: -1.169 2.068 3.452
H: 6.266 0.894 -0.028
C: 5.996 -0.646 2.241
H: 5.718 2.419 0.668
H: 2.473 -1.348 -1.185
C: -0.985 -2.042 -3.475
H: 0.437 2.415 5.716
C: -0.564 -0.137 -4.892
H: -2.172 -4.451 -2.659
C: -2.275 1.570 2.709
H: 6.263 1.674 3.595
H: -4.964 -1.949 -2.808
C: -0.665 -0.935 -6.015
H: 0.519 3.907 4.765
H: 6.992 -0.474 2.650
H: 4.675 1.010 3.970
C: 2.583 -0.724 -0.306
C: -3.523 -0.057 -1.729
N: -0.860 0.438 1.136
C: 3.827 -0.371 0.163
C: -4.142 -1.985 -0.214
H: -3.290 1.791 3.001
Pt: -0.353 -0.911 -0.353
H: -1.720 -1.507 -8.433
N: 1.451 -0.339 0.267
O: -0.560 0.151 -2.590
H: -0.448 -4.654 -2.262
C: -1.410 2.915 4.691
H: -2.442 2.696 6.591
C: -3.946 -2.308 -2.663
H: 6.092 -1.256 1.347
H: -1.515 4.776 3.593
O: -0.535 -0.286 -7.239
H: -4.562 0.232 -1.559
H: 5.409 -1.203 2.968
C: 3.937 0.416 1.339
C: 6.169 1.456 0.897
H: -0.621 -0.357 -9.234
C: 1.505 0.502 1.356
H: -2.908 0.418 1.042
N: -1.936 -1.860 -1.180
O: 0.183 -2.449 -1.473
C: -1.060 -2.612 -2.049

Summary:
Net charge ... -1
Gap between HOMO and LUMO (alpha / beta) ... 4.71 / 4.19 eV
HOMO (alpha / beta) ... -2.9 / -2.5 eV

(3)
Formula: C31H43B2Cl2FI2N2O7P
Source: the OMol25 dataset
Level of theory: ωB97M-V/def2-TZVPD

Geometry (Å):
C: -1.869 2.130 -0.808
H: 0.872 -9.335 1.470
H: -4.097 0.882 0.043
C: 1.377 -7.681 0.201
C: -1.800 5.530 0.193
Cl: -3.368 2.338 -3.216
O: -1.483 2.966 4.163
O: -4.324 5.493 -0.430
C: 2.353 -1.764 -1.533
C: 4.278 0.443 4.016
H: -0.729 -9.468 -2.496
H: 7.962 0.360 2.877
H: -0.942 3.422 -3.195
C: -4.338 1.208 -0.964
C: 4.228 -3.109 -2.203
C: 0.002 -9.533 -0.481
H: 0.390 0.941 0.895
C: 6.480 1.406 4.020
H: 5.297 -3.270 -2.251
O: -1.255 -0.782 2.258
H: -0.524 2.973 4.267
H: 3.240 0.457 4.324
I: 1.267 2.733 -1.209
H: 0.195 -0.057 -3.330
C: 3.725 -1.967 -1.593
H: 4.807 2.231 5.080
C: -0.475 0.025 2.611
H: 7.165 2.178 4.345
C: -4.555 0.017 -1.884
C: -1.676 -0.946 -0.677
H: -1.929 -1.630 -1.488
H: 0.784 1.720 2.416
C: -0.026 1.265 1.854
H: -1.544 -0.383 -3.518
C: 3.360 -4.045 -2.748
H: -3.051 4.629 -4.105
H: -3.483 1.386 3.949
H: 1.311 -4.568 -3.114
H: 6.405 -1.413 2.145
H: -4.665 6.389 -0.492
N: -2.146 1.926 0.632
H: 1.972 -7.183 0.955
C: 6.928 0.384 3.195
C: -3.318 2.279 -1.429
H: -4.948 -0.814 -1.298
B: -3.365 5.210 0.485
C: 1.484 -2.697 -2.082
B: -1.990 2.318 3.073
H: -3.719 3.244 -1.122
H: 0.359 -7.311 -3.009
H: 0.087 4.761 -0.079
H: -3.235 4.743 2.436
H: -2.551 -0.766 -0.056
F: 0.687 3.892 1.788
C: 0.472 -7.753 -2.026
H: -0.909 1.257 -3.691
C: 0.760 -8.891 0.489
H: 0.413 -2.542 -2.035
O: -3.729 4.555 1.632
H: -3.625 -0.314 -2.341
H: 4.043 -1.360 2.874
C: 1.989 -3.839 -2.689
H: -5.284 0.252 -2.655
H: -0.934 -1.431 -0.046
H: 3.752 -4.938 -3.217
H: -2.996 2.436 0.861
H: -0.228 4.849 -2.459
C: -0.810 0.327 -3.137
H: 4.402 -1.239 -1.165
H: -0.476 -10.478 -0.256
C: -1.170 2.292 1.661
O: -2.293 4.789 -2.409
N: -0.834 4.344 0.115
C: 5.154 1.436 4.432
O: -2.455 5.300 -3.730
Cl: -5.919 2.059 -0.769
C: -1.047 4.127 -2.371
H: -1.407 6.146 1.009
C: -0.141 -8.965 -1.739
C: 6.053 -0.612 2.782
O: -3.222 1.770 3.103
I: 0.513 -0.182 4.529
H: 1.967 -0.874 -1.044
H: -1.681 6.100 -0.720
C: -0.946 3.359 -1.056
H: -1.161 4.409 2.165
C: 1.231 -7.111 -1.057
H: 1.713 -6.168 -1.280
C: -0.639 3.737 1.493
P: -0.895 0.578 -1.329
C: 4.727 -0.581 3.193

Summary:
Net charge ... +1
Gap between HOMO and LUMO ... 6.82 eV
HOMO ... -10.6 eV

(4)
Formula: C31H43FeNPS4Sb
Source: the OMol25 dataset
Level of theory: ωB97M-V/def2-TZVPD

Geometry (Å):
H: 4.117 -2.254 1.236
H: 0.105 3.018 -1.732
H: -4.727 1.492 0.775
C: 2.085 -0.045 1.113
H: -2.182 -2.302 -0.932
C: -5.288 0.581 0.593
H: 3.689 -0.505 -0.299
H: -0.132 3.566 -0.099
C: -6.655 -1.805 0.176
H: 1.371 -3.378 -2.916
H: 4.080 0.753 0.864
H: 3.074 5.209 -2.412
C: 0.221 0.257 -2.778
C: 0.925 -2.380 -2.910
H: 1.748 -2.191 1.029
H: 3.689 3.056 -3.118
N: -2.470 0.480 1.050
H: 0.051 1.333 -2.805
C: 1.542 -1.358 1.705
C: 0.634 -0.235 -4.175
H: 2.248 -2.000 -1.238
C: -1.294 -3.481 2.627
S: -3.841 1.908 5.132
H: 3.790 -0.185 3.449
H: 0.573 5.479 -1.433
H: -0.259 -0.357 -4.795
C: -5.302 -1.819 0.512
C: 1.321 4.710 -1.229
H: -0.798 -4.329 -0.614
H: 3.689 3.150 -0.624
H: -2.411 -1.765 3.296
P: 0.901 0.687 -0.106
C: 1.279 -0.125 -1.737
C: 3.571 -0.208 0.748
Fe: -1.531 1.994 1.885
H: 1.278 -2.123 -5.038
H: 0.540 -1.948 -0.833
C: 2.229 4.515 -2.456
H: 2.259 0.196 -2.108
Sb: -2.005 2.823 4.203
H: -0.223 -5.085 1.676
H: 2.475 -1.371 -3.993
C: 4.261 -1.249 1.648
H: 1.887 2.677 0.698
H: 1.673 4.755 -3.367
C: 2.757 3.075 -2.545
C: 1.270 -1.662 -1.592
C: -1.161 -3.780 0.249
H: -7.183 -2.739 0.017
H: 1.906 5.058 -0.373
C: 0.637 3.400 -0.855
H: 1.996 0.686 1.927
H: 2.047 2.444 -3.087
H: 1.660 -1.043 3.823
C: -4.612 -0.631 0.710
S: -0.348 1.088 3.629
H: -1.028 -3.790 3.631
C: -7.319 -0.596 0.045
C: -0.836 -4.203 1.531
C: 2.989 2.492 -1.153
H: -0.158 -2.519 -2.986
C: 1.674 2.385 -0.337
S: -2.609 3.863 1.656
C: 1.403 -1.564 -4.106
C: -2.072 -2.346 2.445
C: -6.633 0.597 0.264
H: -0.731 -0.188 -2.475
H: -7.151 1.545 0.175
C: -2.399 -1.915 1.161
H: 5.339 -1.067 1.663
C: 3.687 -1.204 3.063
C: -3.109 -0.579 0.988
H: 2.103 -2.673 3.325
C: -1.936 -2.640 0.069
H: -8.371 -0.579 -0.220
H: -4.781 -2.764 0.622
S: -0.880 4.417 5.342
H: 0.458 -1.296 1.825
H: 3.485 1.527 -1.233
H: 4.263 -1.852 3.729
H: 1.255 0.524 -4.661
C: 2.200 -1.614 3.066

Summary:
Net charge ... -2
ΔE to the lowest compared entry with this formula, charge and spin ... 0.0 kJ/mol
2S+1 ... 5
Gap between HOMO and LUMO (alpha / beta) ... 5.75 / 5.53 eV
HOMO (alpha / beta) ... -1.7 / -1.5 eV

(5)
Formula: C31H43N5O8S2SbSn
Source: the OMol25 dataset
Level of theory: ωB97M-V/def2-TZVPD

Geometry (Å):
H: 3.072 4.855 -2.827
S: -1.040 4.155 -3.788
H: -3.840 5.997 0.611
H: -0.261 -0.988 3.685
C: 3.118 1.661 -3.545
H: 1.112 5.215 0.303
C: 3.449 3.945 -0.313
H: -3.925 1.765 -0.914
C: -3.292 5.641 -0.249
C: 0.007 -2.053 -0.207
H: 3.407 2.145 4.945
Sn: -0.596 0.538 1.399
C: -3.756 1.972 0.133
H: 2.221 -0.285 -3.980
C: 4.499 2.219 -3.232
H: 3.434 3.274 0.548
H: -0.548 -1.835 -4.437
C: 0.301 -2.437 2.304
C: -1.949 4.793 -2.364
H: -2.165 0.267 -1.871
C: 3.196 0.145 -3.732
O: -0.137 3.135 -3.191
C: 6.118 1.749 2.912
S: 3.094 0.215 0.687
N: -0.567 -1.325 2.773
H: 3.603 4.960 0.067
O: 3.095 1.116 -0.481
C: -3.397 3.247 0.539
C: -3.234 3.473 1.893
C: -2.814 6.513 -1.212
H: -1.254 -3.222 1.043
Sb: 1.662 1.954 -1.951
H: -4.048 -0.055 0.773
H: -2.145 0.045 -5.793
H: 1.006 3.504 0.719
O: -0.589 -0.873 -0.107
C: 3.998 1.873 4.082
H: 1.315 -2.050 2.209
H: -3.434 0.204 -3.091
H: 1.301 4.983 -2.832
H: -2.465 1.682 -2.997
H: 5.861 2.576 4.869
H: -2.969 4.453 2.267
N: -3.562 1.145 2.380
H: -0.420 0.217 -5.615
C: -0.998 -1.349 -3.577
C: 2.137 3.927 -1.092
H: 0.313 -3.234 3.048
C: 2.189 4.979 -2.200
H: 0.337 -3.922 0.756
O: -2.092 3.514 -4.557
H: 7.181 1.944 2.903
H: 0.025 4.152 -0.611
H: 3.876 -0.083 -4.559
H: -1.719 -1.994 -3.069
O: 1.067 1.088 3.587
O: 3.394 -1.144 0.379
H: 4.914 1.788 -2.319
H: -1.552 1.610 -5.226
H: -0.231 -1.195 -2.793
C: -2.425 0.598 -2.875
C: 2.540 2.314 -4.803
O: -0.357 5.254 -4.396
H: 3.572 -0.363 -2.841
C: 3.406 1.275 2.985
H: -1.521 -1.660 2.890
C: 5.367 2.108 4.029
N: -2.383 3.859 -1.527
H: 3.158 2.035 -5.662
N: 1.736 0.378 1.547
H: 6.102 0.860 0.940
N: -2.121 6.096 -2.269
C: -0.185 -2.993 0.972
C: -3.317 2.399 2.769
H: 4.311 3.690 -0.929
H: 2.521 3.401 -4.739
C: 4.166 0.928 1.883
O: 0.619 -2.383 -1.193
H: 2.260 5.969 -1.736
C: 5.525 1.144 1.809
C: -1.366 0.539 -5.179
C: -3.037 4.291 -0.449
C: -3.828 0.963 1.079
H: -2.978 7.581 -1.134
C: 0.993 4.210 -0.121
C: 1.975 0.926 2.785
H: 4.492 3.304 -3.134
C: -1.579 -0.047 -3.869
H: 1.521 1.983 -5.011
H: -3.099 2.541 3.822
H: 5.178 1.969 -4.053

Summary:
Net charge ... +1
ΔE to the lowest compared entry with this formula, charge and spin ... 0.0 kJ/mol
Gap between HOMO and LUMO ... 6.71 eV
HOMO ... -10.7 eV

Question: Which value of net charge does entry 1 give?
Answer: -2